[1]
# C10H7FNO3

A 2-piece molecular cluster, C10H7FNO3 overall at a distorted geometry (wB97M-V/def2-TZVPD, the Open Molecules 2025 dataset).

Geometry as XYZ:
```
22
Properties=species:S:1:pos:R:3:lowdin_charge:R:1
C -2.52320 -1.52291 -0.06540 0.02
C -3.31711 -0.50541 -0.43007 0.02
C -1.31274 0.86334 -1.02910 0.12
C -1.06200 -1.38753 -0.04988 -0.12
C -0.48480 -0.16068 -0.39627 -0.18
C -2.68557 0.66793 -1.01501 -0.22
C -0.31329 -2.36872 0.51207 0.01
C 2.10511 -1.13389 -2.32586 -0.46
C 1.72309 -0.12033 0.78704 -0.06
C 1.65237 1.14534 0.04719 -0.06
N 0.82422 0.02548 -0.34202 -0.01
O 0.15775 -3.37057 0.78972 0.35
O 3.06083 -0.53728 -2.20000 0.25
O 1.13327 -1.71505 -2.46294 0.22
F -3.51705 1.58701 -1.43685 0.15
H -3.06002 -2.55136 0.12596 0.18
H -4.37654 -0.43921 -0.48379 0.13
H -0.80807 1.86086 -1.25553 0.17
H 2.73900 -0.50654 0.73333 0.13
H 1.35364 -0.25571 1.75834 0.12
H 1.55702 2.10563 0.67121 0.17
H 2.44859 1.30743 -0.54889 0.07
```

Its net charge is +1. The gap between HOMO and LUMO comes out at 8.18 eV. The HOMO energy is -13.4 eV.

[2]
# C2HN3

One molecule with the formula C2HN3 at a distorted geometry (wB97M-V/def2-TZVPD, the Open Molecules 2025 dataset).

Geometry as XYZ:
```
6
Properties=species:S:1:pos:R:3:lowdin_charge:R:1
N 1.65471 1.27959 -0.97381 0.16
C 0.83731 0.50496 -0.67016 -0.27
N -0.05068 -0.43175 -0.24809 0.06
C -0.85075 -0.10727 0.80389 -0.26
N -1.52909 0.10707 1.75042 0.16
H -0.06148 -1.35260 -0.66225 0.16
```

The gap between HOMO and LUMO comes out at 11.03 eV. The HOMO energy is -10.9 eV. The SMILES is N#CNC#N.

[3]
# C5H15NO2S

A 2-piece molecular cluster, C5H15NO2S overall at a distorted geometry (wB97M-V/def2-TZVPD, the Open Molecules 2025 dataset).

Geometry as XYZ:
```
24
Properties=species:S:1:pos:R:3:lowdin_charge:R:1
C 2.23708 -1.03572 1.41349 -0.11
N 1.39001 -0.29636 0.46325 -0.10
C -0.06840 -0.39338 0.60771 -0.36
C -0.51481 -1.81112 0.17376 -0.20
O -1.73554 -2.14193 0.86275 -0.08
C -0.73758 0.75924 -0.12776 -0.24
C -0.66149 1.99359 0.81244 -0.56
S -1.78807 3.28320 0.19367 0.68
H 3.18357 -0.49637 1.47656 0.07
H 1.86196 -1.04062 2.43529 0.08
H 2.48806 -1.99864 0.97308 0.06
H 1.68699 -0.46088 -0.48823 0.11
H -0.25804 -0.40157 1.68882 0.14
H -0.80223 -1.89637 -0.88470 0.12
H 0.27218 -2.55499 0.30248 0.11
H -1.58304 -2.85533 1.48818 0.08
H -0.13104 1.08439 -0.98783 0.09
H -1.71616 0.52499 -0.53642 0.11
H -1.05679 1.72276 1.78910 0.06
H 0.41122 2.18513 0.85594 0.08
H -1.31733 3.43135 -1.06459 -0.15
O -0.29334 0.92887 -3.47240 -0.04
H 0.29950 0.58466 -4.14239 0.04
H -1.16670 0.88509 -3.83222 0.03
```

The gap between HOMO and LUMO comes out at 8.81 eV. The HOMO energy is -8.2 eV. The SMILES is CN[C@H](CO)CCS.O.

[4]
# C5H11FN

C5H11FN as an isolated structure at a distorted geometry (wB97M-V/def2-TZVPD, the Open Molecules 2025 dataset).

Geometry as XYZ:
```
18
Properties=species:S:1:pos:R:3:lowdin_charge:R:1
C -0.82564 -1.38067 -1.18819 -0.02
C -0.00822 -0.77386 -0.10562 -0.21
C 2.35634 0.24640 0.53804 0.04
C -0.90049 0.70006 0.71026 -0.03
C 1.07780 0.00752 -0.22418 -0.22
N -1.17005 1.59120 -0.27399 0.10
F 0.92437 0.89553 -1.25592 0.07
H -0.57031 -1.13586 -2.18788 0.08
H -1.90155 -1.13013 -1.02037 0.10
H 0.03014 -1.43310 0.67981 0.12
H 2.80726 1.15839 0.24530 0.08
H 3.22536 -0.35576 0.25954 0.11
H 2.25181 0.10057 1.68126 0.15
H -0.26730 1.05365 1.50638 0.13
H -1.79377 0.15648 0.91682 0.13
H -1.76927 1.48718 -1.07205 0.13
H -0.76600 -2.53000 -0.99318 0.14
H -0.30373 2.05266 -0.46698 0.10
```

Its net charge is +1. The gap between HOMO and LUMO comes out at 9.52 eV. The HOMO energy is -14.3 eV.

[5]
# C30H58ClNP2Si2V

C30H58ClNP2Si2V as an isolated structure at a distorted geometry (wB97M-V/def2-TZVPD, the Open Molecules 2025 dataset).

Geometry as XYZ:
```
95
Properties=species:S:1:pos:R:3:mulliken_spin:R:1
V -0.44381 -0.03016 0.57954 0.76
C -2.02780 -0.02688 1.84810 -0.05
C -1.97500 1.15902 1.04807 -0.08
C -2.07204 0.70826 -0.32506 0.14
Si -1.72004 2.87941 1.73062 0.04
C -2.08648 -0.70613 -0.34298 0.10
C -1.99826 -1.19374 1.01914 -0.05
Si -1.75437 -2.93049 1.66538 0.04
H -2.13757 -0.03834 2.92436 0.02
H -2.18578 1.35695 -1.17774 0.02
H -2.21785 -1.32872 -1.21179 0.01
Cl 1.44937 0.06072 -4.05153 0.00
C -1.40668 -2.95403 3.49815 0.00
C -3.28225 -3.93123 1.29864 0.00
C -1.35015 2.85663 3.55920 0.00
C -3.25213 3.88737 1.40162 0.00
H -4.16460 -3.29461 1.45214 0.00
H -3.33435 -4.76587 2.01088 0.00
H -3.31416 -4.33277 0.27876 0.00
H -0.34143 -2.81108 3.71755 0.00
H -1.71110 -3.93243 3.89424 0.00
H -1.98153 -2.18082 4.02130 0.00
H -4.13129 3.23574 1.49946 0.00
H -3.26976 4.35166 0.40832 0.00
H -3.32356 4.67518 2.16363 0.00
H -1.90349 2.05806 4.06709 0.00
H -1.66600 3.81742 3.98813 0.00
H -0.27985 2.72601 3.76020 0.00
C -0.23664 -3.70569 0.81824 0.00
C -0.21153 3.67667 0.88673 0.00
P 0.11012 -2.98840 -0.82980 -0.02
H -0.37972 -4.79884 0.77492 0.00
H 0.63177 -3.50746 1.47028 0.00
P 0.11341 3.01665 -0.78956 -0.02
H 0.66502 3.45310 1.51958 -0.01
H -0.35120 4.77118 0.88251 0.00
C 1.59062 3.98100 -1.42528 0.00
C -1.27359 3.80813 -1.81756 0.00
C -1.27789 -3.72972 -1.89342 0.00
C 1.57530 -3.94459 -1.50318 0.01
C 2.78811 -3.02197 -1.62544 0.00
H 1.27982 -4.24923 -2.52055 0.00
C 1.93782 -5.18439 -0.68838 0.00
H 2.19543 -4.91402 0.34340 0.00
H 2.81840 -5.65568 -1.14477 0.00
H 1.13820 -5.93344 -0.66580 0.00
H 2.59664 -2.16145 -2.27857 0.00
H 3.63295 -3.57771 -2.05568 0.00
H 3.10327 -2.65806 -0.63951 0.00
H -2.20243 -3.37951 -1.40781 0.00
C -1.28536 -5.25801 -1.91696 0.00
C -1.21695 -3.15053 -3.31354 0.00
H -1.43780 -5.70237 -0.92507 0.00
H -0.36041 -5.66280 -2.34796 0.00
H -2.11691 -5.58972 -2.55495 0.00
H -1.32690 -2.05977 -3.32814 0.00
H -2.03707 -3.57679 -3.90812 0.00
H -0.27352 -3.40362 -3.81726 0.00
H -2.19804 3.44530 -1.34054 0.00
C -1.22448 3.28186 -3.25990 0.00
C -1.26830 5.33599 -1.78083 0.00
H -1.40863 5.74361 -0.77147 0.00
H -2.10356 5.69786 -2.39705 0.00
H -0.34414 5.74769 -2.20682 0.00
H -1.49967 2.22234 -3.32314 0.00
H -0.22783 3.39783 -3.70861 0.00
H -1.93613 3.85032 -3.87450 0.00
C 2.81616 3.06871 -1.50930 0.01
C 1.92574 5.22440 -0.60442 0.00
H 1.31796 4.28103 -2.45086 0.00
H 2.17944 4.95315 0.42796 0.00
H 1.11686 5.96267 -0.58447 0.00
H 2.80355 5.70888 -1.05217 0.00
H 3.10087 2.70953 -0.51172 0.00
H 3.66680 3.63728 -1.91087 0.00
H 2.65647 2.20811 -2.17076 0.00
C 0.52983 0.04221 -2.40342 -0.01
H 0.89980 0.91976 -1.84747 0.01
H -0.52931 0.13887 -2.66504 0.00
H 0.75551 -0.93555 -1.94243 0.00
C 0.58454 -0.05745 4.06295 -0.01
C 1.70510 -0.03539 3.10863 0.02
C 3.05767 -0.00931 3.49207 0.00
C 3.81794 -0.02132 2.31981 0.01
C 2.91911 -0.05590 1.23856 0.01
C 3.34032 -0.09945 -0.17065 0.00
N 1.60745 -0.05241 1.72371 0.03
H 0.69075 -0.91484 4.74765 0.00
H -0.39909 -0.12817 3.58481 0.02
H 0.59436 0.85039 4.68678 0.00
H 3.40080 0.01271 4.51943 0.00
H 4.89677 -0.01056 2.20551 0.00
H 3.76192 0.86231 -0.49402 0.00
H 4.15306 -0.83331 -0.29021 0.00
H 2.53338 -0.35724 -0.87099 0.00
```

As for the spin multiplicity: 2. The gap between HOMO and LUMO (spin up / spin down) comes out at 6.18 / 6.51 eV. The HOMO energy (spin up / spin down) is -6.3 / -6.3 eV. The expectation value of S² is 0.76.

[6]
# F2HPS

A 2-piece molecular cluster, F2HPS overall at a distorted geometry (wB97M-V/def2-TZVPD, the Open Molecules 2025 dataset).

Geometry as XYZ:
```
5
Properties=species:S:1:pos:R:3:lowdin_charge:R:1
F 0.77568 1.07538 -0.48622 -0.36
F -1.23848 0.22632 0.30966 -0.35
P 0.27592 -0.12386 0.44994 0.68
S -0.05069 -2.10103 -1.79956 0.05
H 0.23758 0.92319 1.52619 -0.02
```

The gap between HOMO and LUMO (spin up / spin down) comes out at 7.06 / 7.11 eV. The HOMO energy (spin up / spin down) is -10.1 / -9.9 eV.

In eV, the total energy values for the records above are, in order, -20823.9717, -6558.6292, -21847.4965, -9561.6581, -106083.3972, -25573.0274.